No. 1
Formula: C6H12NO
Source: the Open Molecules 2025 dataset
Level of theory: wB97M-V/def2-TZVPD

Summary:
Gap between HOMO and LUMO (eV): 5.6
Energy above the lowest of the compared OMol25 structures with the same formula, charge and spin (kJ/mol): 36.66
Structure (SMILES): C=C(CCC[O-])NC

```
! RIJCOSX wB97M-V def2-TZVPD def2/J DEFGRID3
* xyz -1 1
C 0.189 -0.190 -2.319
C 0.223 -0.305 -0.989
C -1.011 -0.171 -0.126
C -0.884 0.662 1.153
C -2.119 0.471 2.100
O -3.058 1.424 1.917
N 1.361 -0.673 -0.303
C 2.693 -0.377 -0.748
H 1.042 -0.407 -2.957
H -0.694 0.111 -2.866
H -1.320 -1.192 0.155
H -1.803 0.283 -0.729
H 0.049 0.444 1.695
H -0.917 1.734 0.922
H -2.510 -0.566 1.884
H -1.754 0.415 3.160
H 1.272 -0.745 0.694
H 2.770 -0.426 -1.829
H 3.053 0.613 -0.435
H 3.417 -1.106 -0.380
*
```

=====

No. 2
Formula: H26O13
Source: the Open Molecules 2025 dataset
Level of theory: wB97M-V/def2-TZVPD

Summary:
Gap between HOMO and LUMO (eV): 9.2
Energy above the lowest of the compared OMol25 structures with the same formula, charge and spin (kJ/mol): 144.95

```
! RIJCOSX wB97M-V def2-TZVPD def2/J DEFGRID3
* xyz 0 1
O 23.412 9.841 14.017
H 23.196 9.531 13.121
H 24.155 9.296 14.297
O 19.244 11.173 10.127
H 18.481 11.250 9.540
H 18.997 11.650 10.931
O 19.996 8.527 15.415
H 20.306 9.416 15.220
H 19.611 8.213 14.583
O 22.951 13.414 13.054
H 23.092 13.611 12.118
H 22.299 14.059 13.349
O 25.655 12.925 12.717
H 25.513 13.840 12.462
H 24.880 12.701 13.257
O 19.976 12.538 14.491
H 20.193 11.935 13.748
H 19.795 13.387 14.079
O 22.016 11.966 9.310
H 22.332 11.738 8.429
H 21.125 11.590 9.367
O 21.293 11.137 12.517
H 21.462 10.587 11.747
H 22.140 11.604 12.674
O 19.026 8.249 12.643
H 19.548 8.393 11.831
H 18.213 8.745 12.507
O 22.958 11.700 16.060
H 22.083 11.872 16.425
H 22.795 11.126 15.291
O 20.372 8.623 10.120
H 20.113 9.566 10.019
H 20.195 8.206 9.268
O 25.088 10.564 10.639
H 25.177 11.502 10.444
H 24.172 10.349 10.420
O 22.881 8.905 11.310
H 23.562 8.357 10.901
H 22.055 8.684 10.834
*
```

=====

No. 3
Formula: C4H9NO
Source: the Open Molecules 2025 dataset
Level of theory: wB97M-V/def2-TZVPD

Summary:
Gap between HOMO and LUMO (eV): 10.5
Energy above the lowest of the compared OMol25 structures with the same formula, charge and spin (kJ/mol): 261.93
Structure (SMILES): C=NC.CC=O

```
! RIJCOSX wB97M-V def2-TZVPD def2/J DEFGRID3
* xyz 0 1
C 0.852 -2.170 -0.488
N 0.253 -1.594 0.458
C -0.977 -2.221 0.955
H 1.622 -1.627 -1.029
H 0.854 -3.261 -0.610
H -1.724 -1.452 1.109
H -0.756 -2.935 1.751
H -1.390 -2.886 0.186
C -0.757 2.738 0.302
C 0.384 1.874 -0.147
O 0.551 1.448 -1.257
H -0.439 3.787 0.279
H -1.050 2.529 1.326
H -1.571 2.724 -0.424
H 1.038 1.540 0.683
*
```

=====

No. 4
Formula: C4H6O2S
Source: the Open Molecules 2025 dataset
Level of theory: wB97M-V/def2-TZVPD

Summary:
Gap between HOMO and LUMO (eV): 9.3
Energy above the lowest of the compared OMol25 structures with the same formula, charge and spin (kJ/mol): 200.32
Structure (SMILES): CO/C=C/OC=S

```
! RIJCOSX wB97M-V def2-TZVPD def2/J DEFGRID3
* xyz 0 1
C -0.496 -0.350 -2.238
O 0.349 0.605 -1.618
C 0.597 0.428 -0.311
C 0.127 -0.533 0.468
O 0.474 -0.600 1.812
C 0.198 0.436 2.594
S 0.676 0.576 4.126
H -0.101 -1.301 -2.160
H -0.640 -0.024 -3.278
H -1.506 -0.311 -1.723
H 1.266 1.174 0.057
H -0.545 -1.338 0.183
H -0.398 1.238 2.088
*
```

=====

No. 5
Formula: C3H6N2OS
Source: the Open Molecules 2025 dataset
Level of theory: wB97M-V/def2-TZVPD

Summary:
Gap between HOMO and LUMO (eV): 9.4
Energy above the lowest of the compared OMol25 structures with the same formula, charge and spin (kJ/mol): 134.76
Structure (SMILES): C[C@@](N)(O)SC#N

```
! RIJCOSX wB97M-V def2-TZVPD def2/J DEFGRID3
* xyz 0 1
C 0.694 0.677 -0.912
C 0.401 -0.239 0.252
N 1.237 -1.302 0.397
O 0.107 0.318 1.437
S -1.588 -1.038 -0.462
C -2.387 0.265 0.138
N -2.839 1.222 0.595
H 1.671 1.137 -0.759
H 0.703 0.122 -1.842
H -0.056 1.463 -0.980
H 1.097 -1.860 1.224
H 1.492 -1.807 -0.433
H -0.533 1.042 1.345
*
```

=====

No. 6
Formula: C21H11BrN13O2SSm
Source: the Open Molecules 2025 dataset
Level of theory: wB97M-V/def2-TZVPD

Summary:
Gap between HOMO and LUMO (spin up / spin down) (eV): 6.4 / 6.4
<S²>: 8.7579
Energy above the lowest of the compared OMol25 structures with the same formula, charge and spin (kJ/mol): 0.00

```
! RIJCOSX wB97M-V def2-TZVPD def2/J DEFGRID3
* xyz 0 6
Sm 0.105 -0.514 0.183
S -3.390 5.749 3.682
N -3.917 4.251 3.399
C -2.988 3.589 2.725
C -3.062 2.236 2.264
C -4.177 1.423 2.486
C -4.171 0.139 1.984
C -3.057 -0.301 1.265
N -1.989 0.455 1.056
C -1.965 1.709 1.547
C -0.774 2.518 1.308
N 0.261 1.949 0.655
C 1.356 2.666 0.442
C 1.481 4.002 0.825
C 0.434 4.607 1.487
C -0.714 3.855 1.754
C -1.837 4.389 2.464
N -1.957 5.615 2.954
H -5.007 1.837 3.038
H -5.012 -0.518 2.134
H -3.031 -1.297 0.824
H 2.179 2.151 -0.051
H 2.387 4.542 0.604
H 0.458 5.636 1.817
N 1.055 -1.108 -3.413
C 2.045 -0.782 -2.523
N 3.349 -0.770 -2.779
N 3.921 -0.386 -1.654
N 3.051 -0.163 -0.740
N 1.814 -0.387 -1.246
C -0.274 -1.156 -3.082
N -1.287 -1.238 -3.938
N -2.374 -1.213 -3.193
N -2.083 -1.119 -1.947
N -0.737 -1.085 -1.810
H 1.312 -1.256 -4.376
Br 3.752 -1.678 6.521
C 2.667 -2.623 5.280
C 2.434 -3.978 5.460
C 1.647 -4.652 4.540
C 1.097 -3.982 3.459
C 1.319 -2.617 3.311
C 2.113 -1.930 4.221
C 0.692 -1.849 2.200
O 0.268 -2.451 1.178
O 0.583 -0.599 2.317
H 2.860 -4.494 6.310
H 1.459 -5.707 4.672
H 0.490 -4.496 2.728
H 2.286 -0.874 4.082
*
```

=====

No. 7
Formula: C24H61CaN2O10
Source: the Open Molecules 2025 dataset
Level of theory: wB97M-V/def2-TZVPD

Summary:
Gap between HOMO and LUMO (eV): 7.2
Energy above the lowest of the compared OMol25 structures with the same formula, charge and spin (kJ/mol): 0.00

```
! RIJCOSX wB97M-V def2-TZVPD def2/J DEFGRID3
* xyz 1 1
Ca -0.181 0.151 2.464
C 1.973 1.372 -1.063
C 1.250 0.968 0.209
O 0.174 1.555 0.501
O 1.763 0.134 1.011
H 1.572 0.888 -1.955
H 2.994 0.991 -1.034
H 1.901 2.439 -1.269
C -1.942 3.783 -1.041
O -0.591 3.511 -1.242
H -2.298 4.421 -1.850
H -2.573 2.893 -1.054
H -2.078 4.342 -0.113
H -0.355 2.969 -0.482
C -7.047 -0.380 -5.559
O -5.725 -0.520 -5.156
C -4.874 0.603 -5.503
C -3.437 0.261 -5.061
N -3.351 0.280 -3.638
C -2.068 0.500 -3.022
C -0.882 -0.405 -3.506
O -1.142 -1.750 -2.996
C -0.213 -2.681 -3.679
H -7.603 0.346 -4.966
H -7.474 -1.383 -5.533
H -7.098 -0.225 -6.639
H -5.230 1.545 -5.082
H -4.871 0.852 -6.566
H -2.844 0.969 -5.641
H -3.213 -0.791 -5.240
H -3.780 -0.609 -3.419
H -2.134 0.498 -1.933
H -1.729 1.512 -3.243
H 0.081 0.011 -3.207
H -0.969 -0.412 -4.594
H -0.376 -2.621 -4.756
H -0.459 -3.695 -3.366
H 0.811 -2.406 -3.428
C -0.763 -2.330 0.258
O -1.374 -1.306 1.088
C -2.788 -1.498 1.149
C -3.266 -0.104 1.465
N -2.513 0.609 2.505
C -2.974 1.974 2.636
C -2.231 2.710 3.741
O -0.909 2.612 3.339
C 0.102 3.335 4.061
H -1.368 -2.343 -0.648
H -0.714 -3.281 0.786
H 0.246 -1.981 0.041
H -2.990 -2.315 1.842
H -3.324 -1.719 0.225
H -4.312 -0.194 1.761
H -3.229 0.581 0.618
H -2.859 0.195 3.362
H -4.056 2.047 2.759
H -2.878 2.436 1.653
H -2.440 2.255 4.712
H -2.548 3.750 3.826
H -0.219 4.371 3.934
H 1.021 3.332 3.476
H 0.248 3.142 5.124
C 4.560 4.485 2.456
C 5.831 3.756 1.993
C 5.559 2.761 0.894
O 6.729 4.642 1.444
H 3.818 4.736 1.698
H 4.892 5.413 2.924
H 4.148 3.865 3.253
H 6.349 3.375 2.876
H 4.549 2.351 0.880
H 6.239 1.917 1.018
H 5.763 3.205 -0.080
H 6.896 5.386 2.029
C 4.781 -3.853 0.386
C 3.936 -2.628 0.056
C 2.755 -2.895 -0.892
O 3.498 -2.175 1.258
H 5.241 -4.290 -0.500
H 4.123 -4.651 0.735
H 5.465 -3.693 1.218
H 4.557 -1.847 -0.388
H 2.137 -3.710 -0.514
H 3.115 -3.206 -1.874
H 2.175 -2.001 -1.123
H 3.222 -1.258 1.173
C -0.369 -3.805 3.947
C 1.003 -3.457 3.365
C 1.672 -4.566 2.528
O 0.843 -2.372 2.568
H -0.994 -3.996 3.073
H -0.806 -2.939 4.446
H -0.417 -4.647 4.635
H 1.661 -3.234 4.207
H 2.725 -4.285 2.524
H 1.215 -4.770 1.560
H 1.589 -5.525 3.041
H 1.699 -2.286 2.131
*
```

=====

No. 8
Formula: C10H29O12P4
Source: the Open Molecules 2025 dataset
Level of theory: wB97M-V/def2-TZVPD

Summary:
Gap between HOMO and LUMO (eV): 2.2

```
! RIJCOSX wB97M-V def2-TZVPD def2/J DEFGRID3
* xyz -1 1
C 4.299 0.972 2.937
C 3.443 0.304 2.030
P 1.842 1.190 1.470
P 0.162 2.643 1.218
O -0.127 2.859 -0.477
O 0.678 4.134 1.927
O 1.475 1.382 3.185
C 0.195 0.835 3.589
C -0.132 -0.255 2.424
O 0.847 -0.238 1.339
H 5.090 0.363 3.461
H 4.084 2.066 3.099
H 3.698 -0.751 1.664
H 2.701 2.346 1.343
H 2.041 0.987 0.042
H -0.278 1.946 -0.799
H 0.675 4.028 2.897
H 0.185 0.282 4.595
H -0.644 1.597 3.760
H 0.027 -1.241 2.981
H -1.212 -0.313 2.085
C -0.712 4.701 -2.391
O -1.010 5.158 -3.718
P -1.570 3.928 -4.780
O -0.154 3.490 -5.144
O -2.099 5.087 -5.825
C -2.827 6.201 -5.321
O -2.312 2.693 -5.712
C -1.957 2.581 -7.078
H -0.351 5.548 -1.807
H -1.615 4.308 -1.923
H 0.057 3.931 -2.413
H -2.144 7.035 -5.156
H -3.341 5.959 -4.388
H -3.569 6.499 -6.065
H -0.954 2.164 -7.174
H -2.022 3.537 -7.597
H -2.662 1.891 -7.548
C -1.509 -7.098 4.255
O -1.254 -6.668 2.920
P 0.125 -5.647 2.760
O -0.669 -4.396 3.123
O 0.101 -5.895 1.133
C -0.067 -7.215 0.629
O 1.617 -4.812 2.658
C 1.697 -3.677 1.802
H -2.405 -7.719 4.254
H -0.669 -7.691 4.624
H -1.671 -6.239 4.911
H -1.121 -7.385 0.403
H 0.280 -7.968 1.340
H 0.506 -7.312 -0.295
H 1.164 -2.834 2.241
H 1.316 -3.890 0.804
H 2.750 -3.403 1.709
*
```

=====

No. 9
Formula: C43H41AlBrN6O2S2
Source: the Open Molecules 2025 dataset
Level of theory: wB97M-V/def2-TZVPD

Summary:
Gap between HOMO and LUMO (eV): 6.5
Energy above the lowest of the compared OMol25 structures with the same formula, charge and spin (kJ/mol): 15.89

```
! RIJCOSX wB97M-V def2-TZVPD def2/J DEFGRID3
* xyz -1 1
Al -1.046 0.340 0.867
C 1.545 -2.311 4.341
C 0.659 -1.235 3.682
N 0.740 0.247 1.701
N 1.809 0.810 0.938
C 1.512 2.026 0.608
S 0.038 2.825 0.987
S 2.687 2.903 -0.374
C 4.052 1.711 -0.465
C 4.788 1.478 0.831
C 4.994 0.181 1.289
C 5.676 -0.056 2.473
C 6.162 1.009 3.220
C 5.961 2.306 2.771
C 5.277 2.538 1.585
C -0.800 -1.295 4.156
C -1.094 -2.031 5.309
C -2.347 -2.068 5.898
C -3.374 -1.326 5.325
C -3.120 -0.580 4.195
C -1.852 -0.536 3.583
O -1.743 0.224 2.521
H 2.496 -2.393 3.813
H 1.078 -3.294 4.347
H 1.771 -2.045 5.374
H 4.725 2.134 -1.213
H 3.678 0.764 -0.852
H 4.584 -0.648 0.723
H 5.815 -1.073 2.819
H 6.685 0.829 4.151
H 6.329 3.144 3.349
H 5.098 3.554 1.251
H -0.308 -2.606 5.780
H -2.513 -2.662 6.787
H -4.368 -1.328 5.758
H -3.896 0.010 3.722
Br 3.030 5.989 -2.513
C 1.502 5.250 -3.352
C 0.321 5.121 -2.635
C -0.806 4.614 -3.263
C -0.740 4.224 -4.600
C 0.444 4.379 -5.306
C 1.577 4.877 -4.682
N -1.861 3.777 -5.388
N -2.721 2.988 -4.981
C -2.660 2.388 -3.684
C -3.780 2.507 -2.899
C -3.800 2.096 -1.558
C -2.676 1.525 -0.989
O -2.587 1.143 0.248
C -1.539 1.309 -1.836
N -0.497 0.695 -1.223
C 0.564 0.400 -1.934
C 0.657 0.699 -3.306
C -0.371 1.346 -3.928
C -1.519 1.697 -3.184
H 0.285 5.396 -1.590
H -1.723 4.506 -2.699
H 0.469 4.107 -6.354
H 2.503 4.992 -5.228
H -4.652 2.985 -3.329
H -4.686 2.234 -0.953
H 1.382 -0.076 -1.413
H 1.548 0.414 -3.849
H -0.319 1.582 -4.982
C -5.122 -1.740 -1.736
C -3.765 -2.348 -1.497
C -3.363 -3.480 -2.210
C -2.116 -4.029 -1.962
C -1.677 -5.285 -2.673
C -1.252 -3.433 -1.046
C -1.599 -2.265 -0.336
C -2.910 -1.784 -0.571
N -0.798 -1.544 0.525
C 0.401 -2.146 1.120
C 1.562 -2.359 0.112
C 0.058 -3.475 1.805
C 0.995 -1.131 2.169
H -5.906 -2.500 -1.735
H -5.154 -1.234 -2.705
H -5.358 -0.999 -0.972
H -4.028 -3.936 -2.936
H -2.357 -5.533 -3.488
H -1.650 -6.136 -1.988
H -0.674 -5.174 -3.092
H -0.297 -3.912 -0.896
H -3.264 -0.945 0.015
H 1.255 -2.838 -0.813
H 2.342 -2.973 0.575
H 2.018 -1.401 -0.136
H -0.399 -4.166 1.099
H -0.655 -3.311 2.612
H 0.952 -3.956 2.205
H 2.081 -1.240 2.131
H 1.062 -0.291 4.078
H 0.575 0.858 2.505
*
```

=====

No. 10
Formula: C3H4O
Source: the Open Molecules 2025 dataset
Level of theory: wB97M-V/def2-TZVPD

Summary:
Gap between HOMO and LUMO (spin up / spin down) (eV): 7.8 / 7.2
Energy above the lowest of the compared OMol25 structures with the same formula, charge and spin (kJ/mol): 297.59

```
! RIJCOSX wB97M-V def2-TZVPD def2/J DEFGRID3
* xyz 0 1
C 1.186 0.365 -0.054
C -0.219 0.653 -0.048
C -0.674 -0.783 -0.015
O 2.130 -0.321 -0.108
H -0.402 1.205 0.830
H -0.483 1.484 -0.760
H -0.659 -1.360 -0.876
H -0.880 -1.242 1.031
*
```